# 1
Density functional theory data (ωB97M-V with the def2-TZVPD basis set) for a single C4H5IN4 molecule.

Structure (XYZ):
```
14
C4H5IN4 | the OMol25 dataset | ωB97M-V with the def2-TZVPD basis set
C 0.62 -1.83 0.72
C -0.12 -0.80 1.24
C 1.27 -0.68 -1.08
C 0.31 0.41 -0.85
N 1.36 -1.73 -0.33
N 0.13 1.22 -1.85
N -0.32 0.25 0.37
N -1.08 1.32 0.91
I -1.42 2.51 -2.00
H 0.72 -2.88 1.14
H -0.60 -0.59 2.20
H 1.91 -0.69 -2.04
H -1.96 1.27 1.15
H -0.82 2.22 0.44
```

## Properties
Relative energy (zero: lowest compared OMol25 entry of this formula, charge and spin) in kcal/mol: 43.16
Gap between HOMO and LUMO in Ha: 0.29381
DFT total energy in hartree: -672.0142
M in g mol⁻¹: 236.0

# 2
Density functional theory data (ωB97M-V with the def2-TZVPD basis set) for 3 unconnected molecules or ions with the total composition C4H5IO2.

Structure (XYZ):
```
12
C4H5IO2 | the OMol25 dataset | ωB97M-V with the def2-TZVPD basis set
C 2.24 -0.93 0.18
C -2.38 0.47 -0.40
C -1.46 -0.26 0.58
C -0.94 0.41 -0.61
O 1.69 -1.80 -0.29
O 0.01 0.68 -1.27
I 5.50 0.82 0.48
H -3.03 -0.12 -1.04
H -2.83 1.40 -0.09
H -1.28 0.18 1.55
H -1.49 -1.34 0.60
H 3.96 0.49 0.30
```

## Properties
Relative energy (zero: lowest compared OMol25 entry of this formula, charge and spin) in kcal/mol: 41.90
Gap between HOMO and LUMO in Ha: 0.37808
DFT total energy in hartree: -603.5073
M in g mol⁻¹: 212.0

# 3
Density functional theory data (ωB97M-V with the def2-TZVPD basis set) for a molecular structure, C4H5KLi2O2.

Structure (XYZ):
```
14
C4H5KLi2O2 | the OMol25 dataset | ωB97M-V with the def2-TZVPD basis set
O 1.57 1.07 0.85
C 1.32 0.28 -0.27
C -0.52 0.92 -0.76
K 0.52 3.29 0.70
Li -2.00 -0.21 -2.27
H -1.13 1.58 -0.09
H 1.86 0.38 -1.23
C -0.93 -0.40 -0.17
C 0.93 -1.14 -0.07
O -1.48 -0.37 1.06
H -1.37 -1.32 -0.61
H 1.30 -1.90 -0.78
H 1.30 -1.59 0.87
Li -1.36 -0.61 2.75
```

## Properties
Relative energy (zero: lowest compared OMol25 entry of this formula, charge and spin) in kcal/mol: 52.92
Gap between HOMO and LUMO in Ha: 0.12950
DFT total energy in hartree: -920.6652
M in g mol⁻¹: 138.1

# 4
Density functional theory data (ωB97M-V with the def2-TZVPD basis set) for a molecular structure, C4H5KO3.

Structure (XYZ):
```
13
C4H5KO3 | the OMol25 dataset | ωB97M-V with the def2-TZVPD basis set
O 0.78 0.17 0.47
C -0.48 -0.10 -0.11
O -1.03 -1.16 0.05
K -3.23 -2.54 1.14
O -0.98 1.02 -0.48
C -2.37 1.16 -0.55
H -2.85 0.47 -1.24
H -2.69 2.12 -0.14
C 1.53 -0.79 0.97
H 0.86 -1.65 1.21
C 3.20 0.18 -0.65
H 3.16 1.28 -0.55
H 4.10 -0.16 -0.12
```

## Properties
Relative energy (zero: lowest compared OMol25 entry of this formula, charge and spin) in kcal/mol: 167.51
Gap between HOMO and LUMO (spin up / spin down) in Ha: 0.24946 / 0.23515
DFT total energy in hartree: -980.5185
M in g mol⁻¹: 140.2
Multiplicity: 2
Total charge: +1
Expectation value of S²: 0.75

# 5
Density functional theory data (ωB97M-V with the def2-TZVPD basis set) for a molecular structure, C4H5LiMgO.

Structure (XYZ):
```
12
C4H5LiMgO | the OMol25 dataset | ωB97M-V with the def2-TZVPD basis set
C 1.77 -0.72 0.01
C 0.57 -0.54 0.52
C -0.68 -0.95 0.94
H 2.49 0.11 -0.03
H 2.06 -1.66 -0.48
H -1.41 -1.35 0.23
H -0.89 -1.08 2.01
O -0.84 1.28 -1.03
C -0.74 1.06 0.27
Mg 0.44 0.78 -2.46
Li -2.70 1.29 -0.76
H -0.07 1.78 0.78
```

## Properties
Relative energy (zero: lowest compared OMol25 entry of this formula, charge and spin) in kcal/mol: 60.78
Gap between HOMO and LUMO (spin up / spin down) in Ha: 0.24563 / 0.23663
DFT total energy in hartree: -437.8882
M in g mol⁻¹: 100.3
Multiplicity: 2
Total charge: +1
Expectation value of S²: 0.76

# 6
Density functional theory data (ωB97M-V with the def2-TZVPD basis set) for a molecular structure, C4H5LiO.

Structure (XYZ):
```
11
C4H5LiO | the OMol25 dataset | ωB97M-V with the def2-TZVPD basis set
H 2.37 -0.23 0.56
C 1.72 0.40 -1.55
C 1.78 0.03 -0.31
C 0.39 0.14 -0.89
H 2.21 0.63 -2.49
H -0.18 -0.78 -1.11
H -0.28 0.99 -0.60
C -1.19 -0.46 1.59
O -2.34 -0.14 1.55
Li -4.15 -0.71 1.28
H -0.33 0.14 1.97
```

## Properties
Relative energy (zero: lowest compared OMol25 entry of this formula, charge and spin) in kcal/mol: 0.00
Gap between HOMO and LUMO (spin up / spin down) in Ha: 0.28194 / 0.27834
DFT total energy in hartree: -237.7907
M in g mol⁻¹: 76.0
Multiplicity: 2
Total charge: +1
Expectation value of S²: 0.75

# 7
Density functional theory data (ωB97M-V with the def2-TZVPD basis set) for a molecular structure, C4H5LiO2Sr.

Structure (XYZ):
```
13
C4H5LiO2Sr | the OMol25 dataset | ωB97M-V with the def2-TZVPD basis set
H -0.63 -1.43 -1.24
C 0.14 -1.35 1.04
C 0.36 -1.09 -0.38
C 0.83 0.30 -0.56
C -0.01 1.37 -0.43
O 0.35 2.61 -0.53
Sr -0.35 5.03 -0.50
H 0.95 -1.06 1.74
H 1.03 -1.86 -0.80
H 1.90 0.48 -0.69
H -1.08 1.18 -0.21
O -0.91 -1.79 1.52
Li -2.56 -2.38 1.03
```

## Properties
Relative energy (zero: lowest compared OMol25 entry of this formula, charge and spin) in kcal/mol: 0.00
Gap between HOMO and LUMO (spin up / spin down) in Ha: 0.15281 / 0.23878
DFT total energy in hartree: -343.8590
M in g mol⁻¹: 179.6
Multiplicity: 2
Total charge: +1
Expectation value of S²: 0.75

# 8
Density functional theory data (ωB97M-V with the def2-TZVPD basis set) for a molecular structure, C4H5LiO2Tl.

Structure (XYZ):
```
13
C4H5LiO2Tl | the OMol25 dataset | ωB97M-V with the def2-TZVPD basis set
H -2.87 -0.80 0.35
C -1.31 -0.22 -0.17
C -0.48 0.93 0.30
C 0.85 0.94 0.51
C 1.73 -0.19 0.26
O 2.94 -0.13 0.48
Li 4.52 -1.07 0.28
H -0.80 -1.19 0.04
H -1.04 1.86 0.40
H 1.35 1.88 0.77
H 1.32 -1.10 -0.22
O -1.85 -0.09 -1.33
Tl -4.35 -0.82 -1.67
```

## Properties
Relative energy (zero: lowest compared OMol25 entry of this formula, charge and spin) in kcal/mol: 25.44
Gap between HOMO and LUMO in Ha: 0.21893
DFT total energy in hartree: -485.5692
M in g mol⁻¹: 296.4
Total charge: +1

# 9
Density functional theory data (ωB97M-V with the def2-TZVPD basis set) for a molecular structure, C4H5LiO3Ru.

Structure (XYZ):
```
14
C4H5LiO3Ru | the OMol25 dataset | ωB97M-V with the def2-TZVPD basis set
Ru 0.43 2.14 0.04
O 1.49 0.20 0.03
C 2.79 -0.42 0.00
H 2.91 -1.05 0.88
H 2.88 -1.00 -0.93
H 3.50 0.42 0.01
C -2.91 0.60 -0.03
C -1.97 -0.35 -0.10
O -0.63 0.27 0.13
C 0.39 -0.56 0.06
O 0.37 -1.77 0.08
Li -1.53 -2.39 0.04
H -3.95 0.30 0.01
H -2.69 1.68 0.03
```

## Properties
Relative energy (zero: lowest compared OMol25 entry of this formula, charge and spin) in kcal/mol: 0.00
Gap between HOMO and LUMO (spin up / spin down) in Ha: 0.25643 / 0.20889
DFT total energy in hartree: -482.6375
M in g mol⁻¹: 209.1
Multiplicity: 7
Total charge: +2
Expectation value of S²: 12.01

# 10
Density functional theory data (ωB97M-V with the def2-TZVPD basis set) for a molecular structure, C4H5LiO5Ru.

Structure (XYZ):
```
16
C4H5LiO5Ru | the OMol25 dataset | ωB97M-V with the def2-TZVPD basis set
O 2.75 -1.09 0.08
C 1.96 -0.09 0.12
O 2.34 0.97 0.65
O 0.76 -0.26 -0.40
C -0.88 0.62 -0.17
C 0.08 1.09 -1.17
Ru 4.07 0.12 0.98
H -1.14 1.38 0.57
H -1.44 0.92 -1.36
H 0.49 2.07 -0.91
H 0.14 0.67 -2.18
Li 2.45 -2.72 -0.80
O -1.67 -0.58 0.18
C -2.73 -0.50 0.82
O -3.25 -1.43 1.46
H -3.93 -1.16 2.11
```

## Properties
Relative energy (zero: lowest compared OMol25 entry of this formula, charge and spin) in kcal/mol: 57.54
Gap between HOMO and LUMO (spin up / spin down) in Ha: 0.33690 / 0.22907
DFT total energy in hartree: -631.7916
M in g mol⁻¹: 241.1
Multiplicity: 7
Total charge: +4
Expectation value of S²: 12.01

# 11
Density functional theory data (ωB97M-V with the def2-TZVPD basis set) for a molecular structure, C4H5LiO5Sm.

Structure (XYZ):
```
16
C4H5LiO5Sm | the OMol25 dataset | ωB97M-V with the def2-TZVPD basis set
O 2.73 -1.08 -0.02
C 1.87 -0.14 0.10
O 2.20 0.94 0.62
O 0.65 -0.40 -0.34
C -0.65 0.44 -0.04
C -0.25 1.13 -1.28
Sm 4.83 0.28 0.87
H -0.64 1.04 0.87
H -1.49 0.94 -1.40
H -0.04 2.19 -1.09
H 0.14 0.61 -2.16
Li 2.47 -2.79 -0.76
O -1.69 -0.59 0.20
C -2.66 -0.37 0.94
O -3.41 -1.25 1.40
H -4.02 -0.95 2.10
```

## Properties
Relative energy (zero: lowest compared OMol25 entry of this formula, charge and spin) in kcal/mol: 65.04
Gap between HOMO and LUMO (spin up / spin down) in Ha: 0.31272 / 0.26127
DFT total energy in hartree: -1195.9211
M in g mol⁻¹: 290.4
Multiplicity: 8
Total charge: +3
Expectation value of S²: 15.76

# 12
Density functional theory data (ωB97M-V with the def2-TZVPD basis set) for a molecular structure, C4H5LiORb.

Structure (XYZ):
```
12
C4H5LiORb | the OMol25 dataset | ωB97M-V with the def2-TZVPD basis set
C 1.29 1.35 -1.31
C 0.94 0.09 -1.08
C 0.61 -1.17 -1.24
H 1.59 2.01 -0.49
H 1.33 1.75 -2.33
H -0.43 -1.48 -1.32
H 1.39 -1.93 -1.38
O -0.97 -0.78 2.94
C -0.13 -1.59 2.45
Li -1.21 1.69 -0.94
Rb -5.29 1.53 1.76
H 0.88 -1.46 2.93
```

## Properties
Relative energy (zero: lowest compared OMol25 entry of this formula, charge and spin) in kcal/mol: 9.64
Gap between HOMO and LUMO (spin up / spin down) in Ha: 0.08558 / 0.09927
DFT total energy in hartree: -261.9759
M in g mol⁻¹: 161.5
Multiplicity: 2
Expectation value of S²: 0.82

# 13
Density functional theory data (ωB97M-V with the def2-TZVPD basis set) for a molecular structure, C4H5LuO.

Structure (XYZ):
```
11
C4H5LuO | the OMol25 dataset | ωB97M-V with the def2-TZVPD basis set
H -2.63 0.63 -0.83
C -4.30 -0.10 0.58
C -3.16 0.23 0.03
C -3.18 0.11 1.53
H -5.37 -0.29 0.49
H -2.47 -0.74 1.85
H -3.08 1.02 2.15
C -0.18 -1.22 -0.02
O 0.72 -0.90 0.80
Lu 1.63 -0.31 -1.16
H -0.85 -2.07 0.29
```

## Properties
Gap between HOMO and LUMO in Ha: 0.10135
DFT total energy in hartree: -1465.2304
M in g mol⁻¹: 244.1
Total charge: +2

# 14
Density functional theory data (ωB97M-V with the def2-TZVPD basis set) for a single C4H5N molecule.

Structure (XYZ):
```
10
C4H5N | the OMol25 dataset | ωB97M-V with the def2-TZVPD basis set
C -2.49 -0.22 0.37
C -1.39 0.02 0.85
C -0.02 -0.12 1.11
C 1.48 -0.18 -0.51
N 0.76 0.72 0.40
H -3.47 -0.41 0.00
H 1.33 -1.16 -0.04
H 0.93 -0.18 -1.45
H 2.54 0.02 -0.65
H 0.32 1.51 -0.08
```

## Properties
Relative energy (zero: lowest compared OMol25 entry of this formula, charge and spin) in kcal/mol: 114.55
Gap between HOMO and LUMO in Ha: 0.29719
DFT total energy in hartree: -209.9812
M in g mol⁻¹: 67.1

# 15
Density functional theory data (ωB97M-V with the def2-TZVPD basis set) for a molecular structure, C4H5N.

Structure (XYZ):
```
10
C4H5N | the OMol25 dataset | ωB97M-V with the def2-TZVPD basis set
C 1.81 0.17 -0.02
C -0.20 0.53 -0.05
C -1.36 1.17 -0.02
C 0.62 -0.75 -0.03
N 1.24 1.35 0.06
H 2.92 0.03 -0.05
H -1.36 2.08 0.41
H -2.36 0.65 -0.10
H 0.42 -1.54 -0.65
H 0.47 -1.09 0.94
```

## Properties
Relative energy (zero: lowest compared OMol25 entry of this formula, charge and spin) in kcal/mol: 69.99
Gap between HOMO and LUMO in Ha: 0.39481
DFT total energy in hartree: -210.0522
M in g mol⁻¹: 67.1

# 16
Density functional theory data (ωB97M-V with the def2-TZVPD basis set) for 2 unconnected molecules or ions with the total composition C4H5N.

Structure (XYZ):
```
10
C4H5N | the OMol25 dataset | ωB97M-V with the def2-TZVPD basis set
C 1.08 1.49 -0.17
C -0.08 0.92 -0.23
C 2.28 0.78 -0.10
C -1.14 0.16 -0.42
N 3.22 0.14 -0.07
H 1.18 2.55 -0.28
H -2.00 -0.12 0.38
H -1.78 -2.51 1.02
H -1.39 -0.32 -1.34
H -1.38 -3.08 1.21
```

## Properties
Relative energy (zero: lowest compared OMol25 entry of this formula, charge and spin) in kcal/mol: 75.74
Gap between HOMO and LUMO in Ha: 0.39198
DFT total energy in hartree: -210.0430
M in g mol⁻¹: 67.1

# 17
Density functional theory data (ωB97M-V with the def2-TZVPD basis set) for a molecular structure, C4H5N.

Structure (XYZ):
```
10
C4H5N | the OMol25 dataset | ωB97M-V with the def2-TZVPD basis set
C -2.03 -0.02 0.31
C 0.71 0.75 -0.32
C 0.72 -0.83 -0.25
C -0.13 -0.05 0.73
N -3.03 0.00 -0.26
H 1.61 1.32 0.13
H 0.22 1.29 -1.21
H 0.24 -1.27 -1.04
H 1.64 -1.37 0.20
H 0.05 0.19 1.71
```

## Properties
Relative energy (zero: lowest compared OMol25 entry of this formula, charge and spin) in kcal/mol: 77.92
Gap between HOMO and LUMO in Ha: 0.43344
DFT total energy in hartree: -210.0396
M in g mol⁻¹: 67.1

# 18
Density functional theory data (ωB97M-V with the def2-TZVPD basis set) for a single C4H5N molecule.

Structure (XYZ):
```
10
C4H5N | the OMol25 dataset | ωB97M-V with the def2-TZVPD basis set
N 0.59 1.27 -0.42
C 1.19 0.18 -0.03
C 0.39 -0.94 0.26
C -0.95 -0.65 0.25
C -1.49 0.59 0.02
H 1.24 2.07 -0.43
H 2.28 0.12 0.11
H 0.79 -1.92 0.49
H -1.77 -1.33 0.50
H -2.28 0.61 -0.75
```

## Properties
Relative energy (zero: lowest compared OMol25 entry of this formula, charge and spin) in kcal/mol: 88.55
Gap between HOMO and LUMO in Ha: 0.30676
DFT total energy in hartree: -210.0226
M in g mol⁻¹: 67.1

# 19
Density functional theory data (ωB97M-V with the def2-TZVPD basis set) for a gas-phase ion, C4H5N2 (charge +1).

Structure (XYZ):
```
11
C4H5N2 | the OMol25 dataset | ωB97M-V with the def2-TZVPD basis set
C 1.18 0.52 -0.65
C -1.21 -0.85 -0.04
C 0.10 0.98 0.53
C -0.50 -1.71 -0.73
N 1.15 -0.47 -1.31
N -1.07 0.42 0.25
H 1.91 1.33 -0.68
H -2.24 -1.24 0.12
H 0.70 0.57 1.36
H 0.03 2.07 0.58
H -0.36 -2.64 -1.23
```

## Properties
Relative energy (zero: lowest compared OMol25 entry of this formula, charge and spin) in kcal/mol: 123.83
Gap between HOMO and LUMO (spin up / spin down) in Ha: 0.26800 / 0.26169
DFT total energy in hartree: -264.4181
M in g mol⁻¹: 81.1
Total charge: +1

# 20
Density functional theory data (ωB97M-V with the def2-TZVPD basis set) for a gas-phase ion, C4H5N2O (charge +1).

Structure (XYZ):
```
12
C4H5N2O | the OMol25 dataset | ωB97M-V with the def2-TZVPD basis set
C -1.64 -0.29 0.20
C 0.63 0.68 0.01
C 1.37 1.77 0.01
C -0.63 -1.34 -0.18
N -1.48 0.96 0.21
N 0.68 -0.73 -0.07
O 1.75 -1.28 0.16
H -2.56 -0.79 0.46
H 2.39 1.87 -0.37
H 0.97 2.81 0.30
H -0.66 -2.12 0.55
H -0.81 -1.55 -1.27
```

## Properties
Relative energy (zero: lowest compared OMol25 entry of this formula, charge and spin) in kcal/mol: 97.38
Gap between HOMO and LUMO (spin up / spin down) in Ha: 0.29983 / 0.27533
DFT total energy in hartree: -339.6105
M in g mol⁻¹: 97.1
Multiplicity: 3
Total charge: +1
Expectation value of S²: 2.02